[1]
{
  "formula": "C72H192O24",
  "method": "wB97M-V/def2-TZVPD",
  "e_lumo_ev": 0.25,
  "homo_ha": -0.342,
  "e_above_lowest_kcal_mol": 28.29,
  "fmax_ev_per_a": 6.0,
  "elements": ["C", "C", "C", "O", "H", "H", "H", "H", "H", "H", "H", "H", "C", "C", "C", "O", "H", "H", "H", "H", "H", "H", "H", "H", "C", "C", "C", "O", "H", "H", "H", "H", "H", "H", "H", "H", "C", "C", "C", "O", "H", "H", "H", "H", "H", "H", "H", "H", "C", "C", "C", "O", "H", "H", "H", "H", "H", "H", "H", "H", "C", "C", "C", "O", "H", "H", "H", "H", "H", "H", "H", "H", "C", "C", "C", "O", "H", "H", "H", "H", "H", "H", "H", "H", "C", "C", "C", "O", "H", "H", "H", "H", "H", "H", "H", "H", "C", "C", "C", "O", "H", "H", "H", "H", "H", "H", "H", "H", "C", "C", "C", "O", "H", "H", "H", "H", "H", "H", "H", "H", "C", "C", "C", "O", "H", "H", "H", "H", "H", "H", "H", "H", "C", "C", "C", "O", "H", "H", "H", "H", "H", "H", "H", "H", "C", "C", "C", "O", "H", "H", "H", "H", "H", "H", "H", "H", "C", "C", "C", "O", "H", "H", "H", "H", "H", "H", "H", "H", "C", "C", "C", "O", "H", "H", "H", "H", "H", "H", "H", "H", "C", "C", "C", "O", "H", "H", "H", "H", "H", "H", "H", "H", "C", "C", "C", "O", "H", "H", "H", "H", "H", "H", "H", "H", "C", "C", "C", "O", "H", "H", "H", "H", "H", "H", "H", "H", "C", "C", "C", "O", "H", "H", "H", "H", "H", "H", "H", "H", "C", "C", "C", "O", "H", "H", "H", "H", "H", "H", "H", "H", "C", "C", "C", "O", "H", "H", "H", "H", "H", "H", "H", "H", "C", "C", "C", "O", "H", "H", "H", "H", "H", "H", "H", "H", "C", "C", "C", "O", "H", "H", "H", "H", "H", "H", "H", "H", "C", "C", "C", "O", "H", "H", "H", "H", "H", "H", "H", "H"],
  "coordinates": [[4.217, -0.790, -1.407], [3.912, -0.214, 0.029], [3.345, -1.377, 0.849], [5.138, 0.093, 0.677], [4.405, 0.085, -2.030], [3.462, -1.427, -1.867], [5.109, -1.414, -1.361], [3.297, 0.686, 0.030], [2.418, -1.770, 0.431], [3.161, -1.166, 1.903], [4.099, -2.154, 0.977], [4.989, 0.183, 1.621], [-1.254, -0.245, -0.319], [0.129, 0.335, -0.104], [0.338, 1.805, -0.422], [0.666, 0.201, 1.197], [-1.305, -1.310, -0.091], [-1.581, -0.115, -1.350], [-2.042, 0.224, 0.270], [0.751, -0.183, -0.834], [-0.086, 2.449, 0.349], [-0.202, 1.972, -1.354], [1.404, 2.002, -0.541], [1.362, 0.849, 1.330], [2.279, 3.373, 4.129], [2.506, 3.231, 2.582], [3.880, 3.948, 2.272], [2.594, 1.834, 2.284], [1.429, 2.744, 4.393], [2.201, 4.401, 4.481], [3.093, 2.884, 4.665], [1.713, 3.615, 1.939], [4.148, 3.827, 1.222], [4.669, 3.522, 2.892], [3.735, 5.007, 2.485], [3.245, 1.379, 2.823], [-0.349, -3.520, -4.535], [-0.007, -4.055, -3.103], [0.361, -2.938, -2.107], [-1.122, -4.715, -2.599], [0.486, -3.030, -5.036], [-1.121, -2.768, -4.377], [-0.700, -4.323, -5.183], [0.737, -4.851, -3.143], [0.637, -3.359, -1.141], [-0.450, -2.213, -2.041], [1.234, -2.401, -2.478], [-1.838, -4.109, -2.396], [-5.598, 0.400, 5.505], [-5.793, -0.642, 4.366], [-5.575, -0.138, 2.962], [-4.873, -1.674, 4.624], [-6.263, 1.258, 5.404], [-4.552, 0.704, 5.510], [-5.823, -0.041, 6.476], [-6.789, -1.041, 4.558], [-6.223, 0.735, 2.893], [-5.999, -0.895, 2.302], [-4.525, 0.091, 2.780], [-5.188, -2.485, 4.218], [2.859, -5.299, -5.502], [4.109, -4.370, -5.272], [3.712, -3.013, -4.603], [4.979, -5.130, -4.527], [2.005, -4.861, -6.018], [2.400, -5.669, -4.586], [3.109, -6.190, -6.079], [4.584, -4.026, -6.190], [4.614, -2.410, -4.493], [3.278, -3.265, -3.636], [2.919, -2.411, -5.048], [4.493, -5.260, -3.709], [5.779, 6.889, -0.470], [4.834, 7.846, 0.232], [3.396, 7.322, 0.079], [5.173, 7.815, 1.623], [6.794, 7.270, -0.363], [5.511, 6.724, -1.514], [5.692, 5.900, -0.020], [4.935, 8.876, -0.112], [3.350, 6.267, 0.347], [2.950, 7.277, -0.914], [2.680, 7.823, 0.731], [6.109, 7.674, 1.781], [-3.409, 3.008, 3.899], [-2.059, 2.324, 4.269], [-1.091, 2.126, 3.145], [-1.377, 3.053, 5.289], [-3.197, 4.007, 3.519], [-4.073, 3.103, 4.759], [-3.895, 2.408, 3.130], [-2.171, 1.303, 4.635], [-0.879, 3.096, 2.694], [-1.484, 1.387, 2.447], [-0.175, 1.653, 3.500], [-1.119, 3.856, 4.831], [-1.659, -1.456, 3.733], [-0.402, -2.374, 3.535], [-0.486, -3.272, 2.317], [0.714, -1.502, 3.316], [-1.611, -0.756, 4.566], [-2.461, -2.107, 4.083], [-1.999, -0.903, 2.857], [-0.282, -2.937, 4.461], [-1.397, -3.870, 2.337], [0.321, -3.986, 2.155], [-0.479, -2.682, 1.401], [0.551, -1.015, 2.505], [-3.247, -1.013, -5.925], [-3.640, -0.189, -4.746], [-5.089, -0.470, -4.351], [-2.806, -0.532, -3.667], [-3.119, -2.057, -5.639], [-2.270, -0.720, -6.310], [-3.874, -0.935, -6.814], [-3.590, 0.873, -4.989], [-5.252, -1.545, -4.272], [-5.732, -0.140, -5.167], [-5.353, 0.068, -3.441], [-1.907, -0.295, -3.904], [0.019, -7.629, -0.939], [-1.362, -7.293, -0.372], [-1.301, -6.023, 0.422], [-2.236, -6.911, -1.415], [0.354, -6.930, -1.705], [-0.041, -8.589, -1.453], [0.780, -7.778, -0.173], [-1.831, -8.120, 0.161], [-0.968, -6.249, 1.434], [-2.296, -5.588, 0.517], [-0.558, -5.334, 0.021], [-1.790, -6.160, -1.814], [-2.025, 3.669, -5.821], [-1.738, 2.963, -7.151], [-0.569, 3.483, -7.940], [-1.598, 1.622, -6.883], [-2.816, 3.160, -5.268], [-2.247, 4.707, -6.066], [-1.138, 3.605, -5.190], [-2.560, 3.077, -7.858], [0.286, 3.550, -7.269], [-0.731, 4.546, -8.120], [-0.327, 3.022, -8.898], [-1.932, 1.185, -7.670], [-3.113, -6.218, 3.719], [-4.104, -5.309, 3.078], [-5.168, -6.155, 2.248], [-4.728, -4.528, 4.011], [-3.378, -6.693, 4.664], [-2.189, -5.680, 3.930], [-2.897, -7.039, 3.034], [-3.671, -4.522, 2.461], [-5.516, -6.950, 2.908], [-4.746, -6.636, 1.365], [-6.052, -5.566, 2.006], [-5.133, -5.118, 4.650], [-3.550, 3.316, 0.310], [-3.672, 3.699, -1.147], [-3.761, 2.439, -2.047], [-4.878, 4.391, -1.430], [-4.299, 2.591, 0.629], [-3.813, 4.190, 0.907], [-2.569, 2.992, 0.659], [-2.854, 4.351, -1.452], [-3.801, 2.707, -3.103], [-4.734, 1.979, -1.876], [-2.924, 1.761, -1.879], [-5.558, 3.723, -1.312], [3.260, -4.917, 0.142], [4.362, -4.999, -0.885], [5.625, -5.748, -0.424], [3.875, -5.687, -2.022], [2.285, -4.659, -0.271], [3.491, -4.222, 0.949], [3.088, -5.872, 0.638], [4.627, -3.968, -1.116], [6.215, -6.033, -1.295], [5.324, -6.618, 0.161], [6.295, -5.190, 0.229], [3.600, -6.566, -1.751], [-4.890, -4.713, -1.617], [-4.585, -3.188, -1.758], [-4.377, -2.610, -0.350], [-3.352, -3.106, -2.371], [-5.812, -4.937, -1.081], [-4.051, -5.156, -1.079], [-4.960, -5.240, -2.569], [-5.386, -2.677, -2.291], [-3.671, -3.022, 0.371], [-5.300, -2.677, 0.227], [-4.189, -1.541, -0.444], [-3.273, -2.185, -2.629], [0.521, 5.265, -1.169], [0.507, 5.592, -2.693], [-0.521, 6.691, -3.008], [1.685, 6.064, -3.240], [1.331, 4.577, -0.925], [-0.383, 4.795, -0.783], [0.555, 6.228, -0.659], [0.196, 4.660, -3.165], [-0.296, 7.616, -2.477], [-1.556, 6.460, -2.754], [-0.479, 6.900, -4.077], [2.246, 5.347, -3.547], [6.078, -1.180, 4.478], [5.961, 0.283, 4.244], [7.050, 0.783, 3.353], [4.695, 0.441, 3.625], [6.286, -1.740, 3.566], [5.187, -1.619, 4.926], [6.887, -1.554, 5.105], [5.985, 0.699, 5.251], [8.037, 0.478, 3.700], [6.962, 1.868, 3.406], [6.875, 0.449, 2.330], [3.953, 0.176, 4.173], [5.214, 5.269, -3.818], [4.480, 3.978, -3.421], [4.293, 3.698, -1.911], [3.159, 4.004, -4.000], [6.258, 5.191, -3.513], [4.652, 6.128, -3.452], [5.312, 5.309, -4.902], [4.895, 3.098, -3.912], [3.558, 2.928, -1.677], [3.885, 4.606, -1.467], [5.237, 3.443, -1.429], [3.277, 3.805, -4.932], [-7.081, 0.121, -1.055], [-7.717, 1.352, -1.800], [-9.237, 1.247, -1.752], [-7.210, 2.493, -1.176], [-7.550, 0.032, -0.075], [-6.021, 0.260, -0.844], [-7.231, -0.743, -1.702], [-7.345, 1.371, -2.824], [-9.615, 0.390, -2.309], [-9.706, 2.143, -2.159], [-9.535, 1.133, -0.710], [-7.532, 2.456, -0.272], [1.022, -0.294, -6.429], [0.872, -0.013, -4.896], [1.661, 1.147, -4.433], [-0.371, 0.324, -4.672], [2.050, -0.580, -6.651], [0.852, 0.615, -7.005], [0.448, -1.154, -6.773], [1.114, -0.822, -4.207], [1.710, 1.218, -3.346], [1.195, 2.047, -4.832], [2.675, 1.113, -4.830], [-0.690, 0.852, -5.407], [1.511, -6.165, 4.182], [2.949, -5.656, 3.987], [3.139, -4.152, 4.126], [3.735, -6.242, 4.971], [0.843, -5.750, 3.427], [1.044, -5.862, 5.119], [1.462, -7.249, 4.070], [3.299, -5.991, 3.011], [2.815, -3.843, 5.119], [2.561, -3.552, 3.423], [4.201, -3.905, 4.098], [3.266, -6.174, 5.805], [3.209, 0.597, 7.132], [2.256, -0.326, 6.339], [0.840, 0.074, 6.702], [2.548, -0.212, 4.992], [3.305, 1.594, 6.702], [4.209, 0.165, 7.125], [3.014, 0.655, 8.203], [2.343, -1.354, 6.690], [0.182, -0.613, 6.169], [0.526, 1.052, 6.337], [0.557, -0.086, 7.742], [1.804, -0.537, 4.480], [0.002, 6.127, 2.418], [-0.477, 6.710, 3.737], [-1.390, 7.910, 3.454], [-1.184, 5.691, 4.371], [0.466, 5.167, 2.645], [0.635, 6.810, 1.852], [-0.875, 5.953, 1.796], [0.370, 7.025, 4.346], [-1.444, 8.614, 4.285], [-2.395, 7.554, 3.226], [-1.030, 8.482, 2.599], [-1.663, 6.092, 5.099]],
  "mulliken_charge": [-1.406, 2.258, 0.123, -0.842, 0.353, -0.083, 0.387, -0.910, -0.469, -0.869, 0.812, -0.068, -0.018, 3.271, -0.255, 0.384, -0.266, -0.447, -0.047, -1.345, -1.497, 0.675, 0.025, -1.399, -0.917, 1.502, -1.783, 1.379, -0.235, 0.428, 0.343, -0.072, 0.020, 0.151, 0.667, -0.866, -0.337, 1.307, 1.498, -0.424, -0.237, -0.742, 0.602, -0.423, -0.549, -0.306, -0.840, 0.385, -1.338, 0.330, -0.246, -0.435, 0.422, 0.023, 0.439, 0.350, 0.401, 0.416, -0.475, 0.162, -0.864, 0.101, 0.138, -0.576, 0.349, -0.069, 0.367, 0.417, 0.358, -0.442, -0.133, 0.370, -1.057, 0.465, -0.804, -0.582, 0.455, -0.047, 0.350, 0.251, -0.175, 0.431, 0.340, 0.323, -1.238, 0.418, 2.297, -0.662, 0.241, 0.378, -0.067, -0.047, 0.189, -0.637, -1.320, 0.526, -0.950, 0.650, 1.209, 2.244, -0.096, 0.608, -0.378, 0.594, -0.408, -0.442, -0.734, -0.980, -1.520, 1.498, -1.592, 3.000, 0.152, -0.008, 0.465, -0.339, 0.257, 0.528, 0.102, -0.747, -0.982, -0.178, 0.901, -0.569, -0.101, 0.415, 0.373, 0.488, 0.476, -0.738, -0.408, 0.634, -0.810, 0.431, -1.424, -0.413, 0.030, 0.564, -0.140, 0.373, 0.171, 0.462, 0.344, 0.269, -1.244, 1.773, -1.619, -0.428, 0.433, 0.242, 0.286, -0.849, 0.453, 0.302, 0.352, 0.307, -0.900, 0.721, 0.788, -0.664, 0.087, 0.461, 0.141, -0.172, -0.016, -0.874, -0.107, 0.467, -0.110, 0.826, -1.670, -0.391, -0.124, -0.018, 0.480, -0.265, 0.413, 0.375, 0.367, 0.236, -1.420, 0.849, -0.263, -0.494, 0.421, 0.100, 0.420, 0.085, -0.361, 0.606, -0.269, -0.619, 0.149, 1.528, -1.788, -0.643, -0.389, -0.243, 0.426, -0.491, 0.388, 0.301, 0.413, 0.453, -1.434, 0.727, -1.404, 0.392, 0.296, 0.185, 0.535, 0.349, 0.429, 0.362, 0.205, -0.359, -1.561, 0.138, 0.447, -0.528, 0.464, 0.162, 0.487, 0.431, -0.387, -0.730, 0.759, 0.226, -0.857, 0.238, -1.550, -0.486, 0.664, -0.068, 0.226, 0.363, 0.375, 0.367, 0.375, 0.320, -1.757, 1.453, -0.825, 0.442, 0.513, 0.416, 0.341, -0.878, -0.014, -0.295, 0.613, -0.993, -0.866, 0.431, -0.291, -0.613, -0.135, 0.397, 0.440, -0.069, 0.376, -0.338, 0.256, 0.416, -1.336, 1.005, -1.501, 0.186, 0.178, 0.308, 0.481, 0.193, 0.044, 0.318, 0.477, -0.830, -0.281, 0.182, -1.499, -0.343, -0.429, 0.321, 0.196, 0.349, 0.408, 0.346, 0.343, 0.195]
}

[2]
{
  "formula": "CH3NS2",
  "method": "wB97M-V/def2-TZVPD",
  "e_lumo_ev": [-1.04, -1.04],
  "homo_ha": [-0.299, -0.299],
  "e_above_lowest_kcal_mol": 89.10,
  "fmax_ev_per_a": 4.2,
  "elements": ["C", "N", "S", "S", "H", "H", "H"],
  "coordinates": [[-0.209, -2.199, 0.612], [0.434, 1.520, -0.491], [-1.071, -2.310, 1.973], [-0.498, 0.240, -0.972], [-0.174, -1.144, -0.269], [0.175, 2.239, 0.123], [1.343, 1.654, -0.976]],
  "mulliken_charge": [-0.118, -0.399, -0.014, -0.187, 0.245, 0.226, 0.248]
}

[3]
{
  "formula": "H64O32",
  "method": "wB97M-V/def2-TZVPD",
  "e_lumo_ev": -0.84,
  "homo_ha": -0.324,
  "e_above_lowest_kcal_mol": 76.16,
  "fmax_ev_per_a": 1.5,
  "elements": ["O", "H", "H", "O", "H", "H", "O", "H", "H", "O", "H", "H", "O", "H", "H", "O", "H", "H", "O", "H", "H", "O", "H", "H", "O", "H", "H", "O", "H", "H", "O", "H", "H", "O", "H", "H", "O", "H", "H", "O", "H", "H", "O", "H", "H", "O", "H", "H", "O", "H", "H", "O", "H", "H", "O", "H", "H", "O", "H", "H", "O", "H", "H", "O", "H", "H", "O", "H", "H", "O", "H", "H", "O", "H", "H", "O", "H", "H", "O", "H", "H", "O", "H", "H", "O", "H", "H", "O", "H", "H", "O", "H", "H", "O", "H", "H"],
  "coordinates": [[-3.098, -2.042, -2.951], [-2.593, -2.040, -3.764], [-3.024, -1.147, -2.620], [-5.870, -1.955, 0.247], [-4.933, -1.823, 0.393], [-6.223, -2.148, 1.115], [-0.930, -3.240, -4.536], [-0.783, -3.171, -3.593], [-1.679, -3.830, -4.620], [2.551, -3.034, -2.674], [2.844, -3.217, -1.781], [3.037, -2.250, -2.930], [1.910, 2.287, 1.209], [1.972, 2.522, 0.283], [1.714, 1.350, 1.207], [3.657, -0.456, -2.528], [4.182, -1.122, -2.084], [4.101, 0.369, -2.333], [-4.068, 1.861, 2.838], [-3.219, 1.588, 2.491], [-4.046, 2.817, 2.801], [3.265, 2.974, 3.430], [2.845, 2.644, 2.635], [3.989, 3.514, 3.112], [-0.039, -3.108, -1.791], [0.718, -3.376, -2.312], [0.210, -3.303, -0.888], [-2.007, -1.152, 3.944], [-2.956, -1.088, 4.056], [-1.796, -0.479, 3.296], [3.632, 0.265, 4.014], [3.469, 1.198, 3.873], [4.405, 0.239, 4.578], [0.880, -0.289, -2.161], [1.815, -0.163, -2.321], [0.760, -1.239, -2.181], [-2.066, 1.908, -5.211], [-1.411, 1.849, -4.515], [-2.897, 1.718, -4.774], [-3.295, -1.550, 0.170], [-2.384, -1.287, 0.302], [-3.599, -1.007, -0.557], [-1.906, -4.618, 1.948], [-1.578, -5.362, 2.453], [-1.249, -4.484, 1.264], [2.152, -0.362, 1.257], [2.912, -0.833, 0.915], [2.014, -0.730, 2.130], [0.117, -1.202, 5.772], [-0.662, -0.889, 5.312], [0.356, -0.483, 6.356], [0.836, 4.705, -2.196], [0.508, 3.971, -2.715], [1.626, 4.367, -1.774], [-2.580, 3.085, -0.745], [-2.577, 3.847, -1.324], [-1.918, 3.283, -0.083], [1.281, -1.863, 3.315], [2.186, -2.021, 3.583], [0.825, -1.640, 4.127], [-1.517, 1.140, 2.105], [-1.174, 0.666, 1.347], [-1.178, 2.029, 2.005], [0.791, -3.605, 0.927], [1.008, -4.405, 1.404], [0.954, -2.900, 1.554], [-3.124, -3.963, -1.185], [-3.353, -3.398, -1.923], [-2.898, -3.357, -0.479], [4.653, -1.623, 0.227], [5.210, -1.023, 0.723], [5.121, -2.458, 0.248], [-0.487, 0.004, 0.091], [-0.336, -0.138, -0.844], [0.357, -0.181, 0.502], [2.921, 2.894, -1.538], [3.658, 2.497, -1.076], [2.956, 2.516, -2.417], [-0.716, 3.812, 1.578], [-0.960, 4.736, 1.619], [0.173, 3.782, 1.932], [2.758, 2.403, -4.230], [2.103, 1.724, -4.393], [2.877, 2.830, -5.079], [5.484, 0.438, 2.042], [6.243, 0.040, 2.468], [4.787, 0.388, 2.697], [-5.365, 2.522, -0.063], [-4.448, 2.794, -0.012], [-5.851, 3.241, 0.339], [-0.553, 2.065, -2.849], [-0.560, 1.126, -2.663], [-1.000, 2.462, -2.102], [-3.155, 0.527, -1.942], [-2.941, 0.976, -1.124], [-3.821, 1.079, -2.351]],
  "mulliken_charge": [-0.620, 0.369, 0.267, -0.675, 0.544, 0.298, -0.695, 0.421, 0.359, -0.636, 0.312, 0.355, -0.518, 0.257, 0.274, -0.683, 0.251, 0.184, -0.626, 0.486, 0.267, -0.687, 0.476, 0.321, -0.456, 0.357, 0.016, -0.712, 0.269, 0.359, -0.671, 0.400, 0.247, -0.121, 0.088, 0.173, -0.671, 0.296, 0.296, -0.733, 0.119, 0.322, -0.551, 0.262, 0.312, -0.543, 0.046, 0.337, -0.666, 0.381, 0.325, -0.658, 0.293, 0.362, -0.607, 0.257, 0.248, -0.538, 0.259, 0.233, -0.566, 0.580, 0.233, -0.623, 0.221, 0.330, -0.667, 0.436, 0.318, -0.510, 0.284, 0.253, 0.236, 0.114, -0.028, -0.638, 0.331, 0.206, -0.579, 0.233, 0.198, -0.664, 0.279, 0.282, -0.703, 0.296, 0.455, -0.567, 0.330, 0.285, -0.220, 0.186, 0.210, -0.434, 0.062, 0.210]
}